Entry 1:
123
Properties=species:S:1:pos:R:3:forces:R:3 method="wB97M-V/def2-TZVPD" e_homo_ev=-8.0 fmax_ev_per_a=2.166 orbital_gap_ev=7.3135 charge=0 molar_mass_g_mol=1123.78
O -3.9676 -2.6093 3.6271 -0.3445 -1.6674 -1.0128
C -3.8887 -1.6860 4.3255 0.0968 2.1254 0.4060
Br -3.1576 -1.9030 6.1281 -0.1570 0.3239 -0.0987
C -4.3236 -0.2604 3.9035 -0.1730 0.3930 0.0925
C -4.2487 -0.0315 2.3704 0.0333 0.0508 0.4028
C -4.9008 1.2764 1.7682 0.4060 0.0921 1.0423
C -6.2872 1.7600 2.3281 0.8341 -0.1649 -0.1630
C -6.0252 3.0741 3.1172 -0.0423 -2.1589 0.0775
O -6.2983 4.1251 2.7202 -0.5238 1.9028 -0.6884
Br -5.1285 2.9865 4.8905 -0.1546 -0.2196 -0.3231
N -4.7568 1.0145 0.3247 0.3180 -0.2316 0.5134
C -3.3726 0.5138 0.2217 -0.7507 -0.0631 1.3573
O -2.8323 0.4004 -0.8141 0.8147 -0.3318 -0.8893
C -2.8436 0.1389 1.6849 -1.3497 0.6530 -0.1800
I -1.4017 -1.4439 1.8635 -0.4345 0.5277 -0.2898
H -5.4043 -0.1987 4.1837 0.7260 -0.0727 0.0125
H -3.8208 0.5426 4.4720 -0.0641 -0.6590 -0.2104
H -4.8169 -0.8615 1.8976 0.5012 0.2482 0.2184
H -4.2287 2.1499 1.9299 -0.1260 -0.6493 0.1397
H -6.7605 0.9988 2.9776 0.1006 0.4537 -0.4588
H -6.9157 2.0481 1.4631 0.0842 -0.1821 0.6586
H -5.3714 0.2282 0.0835 0.1432 0.3461 -0.3283
H -2.3979 1.0483 2.1503 0.0425 -0.7119 -0.4000
C 3.1463 -3.2345 -1.5415 0.0094 0.0614 -0.0550
C 3.3941 -4.2980 -0.6337 0.0090 -0.0687 0.0120
C 2.2757 -4.4404 0.1452 -0.0528 -0.0215 0.0801
N 1.3639 -3.5016 -0.2523 0.1028 -0.0296 -0.0209
C 1.8846 -2.7658 -1.2847 -0.1259 0.0417 -0.0253
H 3.8165 -2.8570 -2.2984 -0.0391 0.0261 0.0250
H 4.2917 -4.8921 -0.5606 -0.0392 0.0155 0.0911
H 2.0515 -5.1253 0.9462 0.0466 0.0164 -0.0314
H 0.4513 -3.3730 0.1507 0.0361 -0.0475 -0.1175
H 1.3139 -1.9747 -1.7448 0.0116 -0.0941 -0.1016
C 1.9242 2.3486 0.6150 -0.1087 0.0128 0.0837
C 3.1854 2.0266 0.0499 0.0647 -0.0091 -0.0418
C 3.1510 0.6983 -0.2889 0.0480 -0.0867 -0.0560
N 1.9210 0.2071 0.0529 -0.0527 0.1467 -0.0069
C 1.1652 1.2063 0.5985 -0.0512 0.0989 0.1165
H 1.6072 3.3093 0.9887 0.0047 -0.0261 -0.0389
H 4.0222 2.6918 -0.0932 -0.0079 -0.0558 -0.0086
H 3.8934 0.0613 -0.7414 -0.0041 0.0344 0.0404
H 1.6213 -0.7426 -0.0784 0.1038 0.0329 0.0479
H 0.1559 1.0190 0.9290 0.1078 0.0519 -0.0473
C 4.8352 -8.2071 -4.4050 -0.1373 -0.0175 0.0196
C 6.1860 -8.0346 -4.0052 0.1323 -0.0323 0.1018
C 6.2497 -6.8778 -3.2702 0.0243 0.0657 0.0785
N 4.9908 -6.3444 -3.2156 0.0357 -0.0826 0.0008
C 4.1230 -7.1503 -3.8998 -0.0333 0.0729 0.0039
H 4.4320 -9.0148 -4.9945 0.0160 0.0322 0.0222
H 7.0164 -8.6852 -4.2302 -0.0237 0.0359 -0.0150
H 7.0792 -6.3897 -2.7842 -0.0045 -0.0100 -0.0670
H 4.7412 -5.4917 -2.7443 -0.0589 -0.0851 -0.0418
H 3.0767 -6.9020 -3.9687 0.0397 -0.0166 -0.0131
C 6.4357 1.3240 -2.2326 -0.0719 0.0491 -0.0570
C 7.1161 0.6143 -1.2083 0.0540 -0.0247 0.0714
C 8.2035 1.3648 -0.8451 0.0775 0.0036 0.0211
N 8.2085 2.4976 -1.6133 -0.0787 -0.0442 0.0301
C 7.1315 2.4825 -2.4579 0.0267 0.0635 -0.0455
H 5.5369 1.0194 -2.7452 0.0295 0.0386 0.0019
H 6.8386 -0.3383 -0.7854 0.0173 0.0389 0.0013
H 8.9723 1.1914 -0.1102 -0.0400 -0.0199 -0.0260
H 8.8962 3.2278 -1.5643 -0.0556 -0.0500 0.0018
H 6.9552 3.2942 -3.1445 -0.0114 -0.0576 0.0009
C -0.4895 2.7066 -3.4224 -0.1777 -0.0405 -0.0319
C 0.8014 2.7213 -2.8373 0.2498 -0.0630 0.0190
C 1.5297 3.6927 -3.4718 0.0332 0.0642 0.1586
N 0.7209 4.2658 -4.4271 -0.0288 0.0567 0.1542
C -0.5118 3.6685 -4.3920 -0.1318 0.0964 -0.2381
H -1.3124 2.0615 -3.1576 0.0150 0.0455 0.0087
H 1.1536 2.0886 -2.0376 0.0369 0.0712 -0.0082
H 2.5452 4.0262 -3.3309 -0.0386 -0.0222 0.0369
H 0.9899 5.0081 -5.0495 -0.1054 0.0755 0.1495
H -1.2970 3.9790 -5.0611 0.0100 -0.0160 0.0525
C -4.3772 5.5299 -3.0125 -0.0390 0.0336 0.1241
C -4.1648 4.6714 -4.1215 0.0032 -0.0982 -0.0752
C -4.3940 3.3885 -3.6955 0.0065 -0.0734 0.0160
N -4.7337 3.4378 -2.3715 -0.0494 0.0556 -0.0523
C -4.7312 4.7400 -1.9488 0.0276 -0.0530 0.0452
H -4.2823 6.6038 -2.9962 -0.0074 -0.0413 0.0071
H -3.8756 4.9614 -5.1193 -0.0337 -0.0094 0.0292
H -4.3440 2.4474 -4.2185 0.0232 0.0455 0.0023
H -4.9519 2.6409 -1.7960 0.1020 0.0467 0.0158
H -4.9788 4.9910 -0.9300 0.0199 0.0223 -0.0408
C 4.9460 -11.3721 0.1983 -0.0891 0.0311 -0.0445
C 6.2368 -11.3665 0.7880 0.1061 0.0102 0.0542
C 6.9708 -10.3989 0.1519 0.0293 0.0319 -0.0487
N 6.1749 -9.8238 -0.8009 0.0270 0.0104 0.0852
C 4.9388 -10.4072 -0.7761 -0.0278 0.0322 -0.0796
H 4.1169 -12.0102 0.4595 0.0278 0.0265 -0.0126
H 6.5869 -11.9995 1.5878 -0.0077 0.0262 -0.0308
H 7.9879 -10.0718 0.2938 -0.0327 -0.0386 0.0095
H 6.4546 -9.0846 -1.4254 -0.1091 -0.0505 -0.0379
H 4.1637 -10.0869 -1.4532 0.0374 -0.0202 0.0096
C -2.9261 6.0155 8.1177 -0.1011 -0.0074 0.0092
C -1.6509 5.7290 7.5629 0.0732 -0.0403 -0.0572
C -1.6512 4.4087 7.1982 0.0401 -0.0729 -0.0261
N -2.8762 3.8847 7.5152 -0.0067 0.0727 -0.0415
C -3.6604 4.8601 8.0715 -0.0734 -0.0534 0.0372
H -3.2658 6.9624 8.5053 0.0074 -0.0386 -0.0148
H -0.8273 6.4147 7.4446 -0.0286 -0.0317 0.0012
H -0.8889 3.7977 6.7432 -0.0055 0.0425 0.0322
H -3.1561 2.9322 7.3630 0.0493 0.0486 0.0713
H -4.6691 4.6466 8.3860 0.0394 0.0281 0.0092
C 3.5411 2.3638 -8.2702 -0.0094 0.1101 -0.0867
C 3.6008 1.1753 -7.4984 -0.0078 -0.0931 0.0729
C 2.9479 1.4233 -6.3171 0.0223 0.0355 0.0409
N 2.5012 2.7139 -6.3441 0.0308 -0.0176 -0.0908
C 2.8534 3.2934 -7.5321 -0.0068 -0.0077 0.0857
H 3.9538 2.5194 -9.2543 -0.0187 -0.0048 0.0350
H 4.0683 0.2444 -7.7772 -0.0211 0.0336 0.0088
H 2.7643 0.7940 -5.4615 0.0052 0.0281 -0.0281
H 1.9886 3.1689 -5.5997 0.1111 -0.3472 -0.2365
H 2.5866 4.3153 -7.7496 0.0302 -0.0369 -0.0336
C -10.1866 2.4717 7.3502 -0.0199 0.1136 0.0182
C -9.5181 1.3009 6.9088 0.0739 -0.1137 -0.0528
C -8.6553 1.6751 5.9123 0.0005 0.0528 -0.0831
N -8.7805 3.0274 5.7312 -0.0169 -0.0879 0.0469
C -9.7083 3.5195 6.6079 -0.0201 0.0610 -0.0520
H -10.9330 2.5379 8.1252 0.0358 0.0020 -0.0256
H -9.6542 0.2980 7.2808 0.0101 0.0382 -0.0138
H -7.9657 1.0988 5.3170 -0.0191 -0.0096 0.0595
H -8.2698 3.5734 5.0598 -0.0213 0.0228 0.1099
H -9.9481 4.5699 6.6264 -0.0103 -0.0462 0.0135


Entry 2:
9
Properties=species:S:1:pos:R:3:forces:R:3 method="wB97M-V/def2-TZVPD" e_homo_ev=-11.5 fmax_ev_per_a=5.737 orbital_gap_ev=10.4893 charge=0 molar_mass_g_mol=190.93 relative_energy_ev=0.653
O -0.5657 -2.1948 -0.0652 -0.5206 -0.1411 -0.3749
N -0.0226 -1.2215 0.3829 0.9253 0.0679 0.7828
O 0.4922 -1.1048 1.4730 -0.4473 -0.3456 0.2719
C 0.1909 -0.0483 -0.4882 2.4952 1.9396 4.7884
Br 2.0858 0.0145 -0.8352 -0.7498 0.1802 -0.2558
N -0.1346 1.2980 0.5260 0.3083 -2.7829 -2.4873
F -0.1718 2.2143 -0.5046 -0.2163 0.7748 0.0938
F -1.4819 1.1053 0.8194 0.2376 0.0830 -0.1185
H -0.3924 -0.0627 -1.3081 -2.0325 0.2241 -2.7003


Entry 3:
13
Properties=species:S:1:pos:R:3:forces:R:3 method="wB97M-V/def2-TZVPD" e_homo_ev=-15.0 fmax_ev_per_a=3.546 orbital_gap_ev=11.8519 charge=+1 molar_mass_g_mol=78.09 relative_energy_ev=4.174
N 1.8637 0.3601 0.0482 1.2139 1.4168 -1.4052
O 0.5646 0.9712 -0.1236 -0.9154 -0.4380 0.5724
C -0.5597 0.2074 0.4507 2.9380 -0.6609 -1.8718
N -1.6738 0.6569 -0.1670 0.3991 2.2220 -1.6973
N -0.2443 -1.3258 -0.1502 2.3767 1.6076 -1.7894
H 2.3380 0.5874 -0.9167 -1.1517 -0.6440 2.2851
H 2.4195 0.9710 0.7310 -1.2544 -1.0511 -0.9533
H -0.4031 0.1624 1.5321 -0.6462 -0.4275 -0.1205
H -1.4594 1.4599 -0.8438 -0.6622 -1.6504 1.3912
H -2.5263 0.7259 0.3323 -0.6172 0.2553 0.5235
H 0.8936 -1.2132 -0.1489 -2.5363 -0.7773 -0.0028
H -0.6397 -1.4844 -1.1588 0.9295 0.8185 2.3449
H -0.5730 -2.0788 0.4147 -0.0738 -0.6710 0.7233


Entry 4:
18
Properties=species:S:1:pos:R:3:forces:R:3 method="wB97M-V/def2-TZVPD" e_homo_ev=-8.6 fmax_ev_per_a=1.218 orbital_gap_ev=8.5473 charge=0 molar_mass_g_mol=130.21 relative_energy_ev=1.003
S 3.0280 -0.1815 -0.3871 -0.0880 -0.0102 0.0219
C 1.5467 -0.2818 0.2496 -0.1730 0.1073 0.2154
C 0.8643 0.8421 0.9956 -0.7159 -0.6640 0.4325
C -0.2710 1.4839 0.1312 0.7931 -0.4160 -0.4996
C -0.8969 0.5401 -0.8989 -0.4123 0.0001 -0.0125
C -1.4634 -0.7560 -0.3063 -0.7592 0.2850 -0.1050
O -0.6001 -1.4108 0.6029 0.3530 -0.1951 -0.0094
C 0.7277 -1.5651 0.1421 -0.2270 0.3037 -0.5300
H 1.5966 1.5912 1.2716 0.0778 0.0629 0.0594
H 0.4036 0.3953 1.9294 0.5144 0.5079 -0.9798
H 0.1294 2.3414 -0.4110 0.2007 -0.0437 -0.0242
H -1.0181 1.8881 0.7726 -0.7058 0.2026 0.6675
H -1.7261 1.0661 -1.4247 0.5154 -0.3617 0.2643
H -0.1548 0.2791 -1.6609 -0.0258 0.1225 0.0085
H -1.7460 -1.4328 -1.1392 0.1335 0.1447 0.3398
H -2.3819 -0.5434 0.2822 0.5118 -0.1206 -0.3573
H 1.2012 -2.3271 0.7548 0.0270 -0.0629 0.1644
H 0.7607 -1.9289 -0.9039 -0.0196 0.1375 0.3442


Entry 5:
8
Properties=species:S:1:pos:R:3:forces:R:3 method="wB97M-V/def2-TZVPD" e_homo_ev=-10.0 fmax_ev_per_a=3.167 orbital_gap_ev=9.7640 charge=0 molar_mass_g_mol=186.95 relative_energy_ev=2.418
F -1.3489 -1.8604 -1.5804 0.0741 0.9111 0.7575
N -0.8983 -0.5474 -1.2006 0.7815 -0.7087 0.8090
C -0.4102 -0.5570 -0.0159 0.8816 2.1305 -0.6550
C 0.3485 0.8831 0.3609 0.6066 -1.6950 -2.6058
I 2.2883 0.5933 1.3549 -0.8664 -0.1680 -0.2999
H -0.4444 -1.4280 0.6657 0.1988 0.5988 -0.4235
H 0.7002 1.4533 -0.6316 -1.4206 -1.3912 2.3437
H -0.2353 1.4632 1.0471 -0.2555 0.3225 0.0741